{
  "formula": "C24H68N3O12",
  "method": "the ωB97M-V functional and the def2-TZVPD basis",
  "elements": ["C", "O", "H", "H", "H", "C", "O", "H", "H", "H", "H", "C", "O", "H", "H", "H", "H", "C", "O", "H", "H", "H", "H", "C", "O", "H", "H", "H", "H", "C", "O", "H", "H", "H", "H", "C", "O", "C", "C", "N", "C", "C", "O", "C", "H", "H", "H", "H", "H", "H", "H", "H", "H", "H", "H", "H", "H", "H", "H", "C", "O", "C", "C", "N", "C", "C", "O", "C", "H", "H", "H", "H", "H", "H", "H", "H", "H", "H", "H", "H", "H", "H", "H", "C", "O", "C", "C", "N", "C", "C", "O", "C", "H", "H", "H", "H", "H", "H", "H", "H", "H", "H", "H", "H", "H", "H", "H"],
  "coordinates": [[1.2385, 0.9800, -0.3459], [1.7440, 2.2993, -0.4590], [1.8390, 0.6085, -0.9367], [0.2583, 1.1873, -0.6420], [1.6218, 0.4428, 0.6524], [-0.9702, 2.1931, 3.0886], [0.3625, 2.0275, 3.1245], [-1.2207, 2.7330, 2.0809], [-1.3297, 2.7053, 3.9729], [-1.6318, 1.3623, 2.9815], [0.7471, 1.6638, 2.2012], [-3.0113, -0.4090, -0.5851], [-3.7937, 0.0566, -1.7126], [-1.9033, -0.3747, -0.7133], [-3.2923, -1.4403, -0.3717], [-3.4528, 0.0835, 0.2949], [-3.1315, 0.2247, -2.4185], [4.7619, 3.0897, 1.1988], [4.0011, 1.8635, 1.0875], [4.7266, 3.4468, 0.2706], [5.6525, 3.0483, 1.8244], [3.9037, 3.6268, 1.5935], [3.2907, 2.1946, 0.5004], [3.8293, 4.0194, -2.3904], [3.3144, 2.7408, -2.4778], [3.8994, 4.6463, -3.1564], [4.8268, 4.0767, -1.9817], [3.2552, 4.6148, -1.5282], [2.6293, 2.7399, -1.8674], [0.0795, 4.5023, -2.1240], [-0.4955, 3.5851, -1.2066], [0.2827, 4.0796, -3.0797], [1.1101, 4.7317, -1.8191], [-0.3900, 5.4661, -2.2029], [-0.0756, 2.7873, -0.8910], [4.0249, 1.0721, 4.2734], [3.4567, 0.2494, 3.2283], [2.8503, -1.0054, 3.7295], [2.6604, -1.8689, 2.5621], [4.0256, -2.1438, 2.0120], [4.0124, -2.7949, 0.7940], [3.9330, -2.0005, -0.4661], [4.9191, -1.0058, -0.2232], [5.0294, -0.0868, -1.3116], [4.6003, 0.4444, 5.0296], [3.2373, 1.5935, 4.7953], [4.7181, 1.6650, 3.5947], [1.8160, -0.6480, 4.2621], [3.2467, -1.4756, 4.4913], [2.0653, -1.4035, 1.6960], [2.4123, -2.9282, 2.8902], [4.5429, -2.7529, 2.7718], [3.3432, -3.7448, 0.6689], [4.9708, -3.3902, 0.8468], [2.9904, -1.6952, -0.5237], [4.1924, -2.6152, -1.4047], [5.5007, -0.5703, -2.1541], [5.6956, 0.7020, -0.9709], [4.0268, 0.2931, -1.5346], [-0.1807, -1.2293, 2.0081], [-1.4385, -0.7186, 2.2632], [-2.2940, -1.4696, 3.0742], [-3.7039, -0.8544, 3.0933], [-4.6830, -1.6076, 3.8953], [-5.0523, -2.8407, 3.2360], [-6.2187, -3.5151, 4.0903], [-6.8156, -4.4652, 3.2749], [-7.7878, -5.2048, 4.0505], [0.6004, -1.6088, 2.8953], [0.2015, -0.2828, 1.3410], [-0.3621, -2.0209, 1.2872], [-1.9681, -1.6693, 4.2489], [-2.1198, -2.5300, 2.6436], [-4.1766, -0.5520, 2.1444], [-3.5720, 0.1869, 3.5796], [-4.5709, -1.7010, 4.9326], [-4.2552, -3.5842, 2.8250], [-5.6067, -2.6035, 2.0631], [-7.0128, -2.7437, 4.4339], [-5.8586, -4.0421, 4.9906], [-7.3505, -5.5275, 4.9165], [-8.1851, -6.1300, 3.5251], [-8.6186, -4.5028, 4.0381], [3.0220, -2.0564, -4.0653], [2.0019, -1.3712, -4.8440], [1.1132, -0.5913, -3.9643], [-0.0911, -0.0069, -4.8104], [-1.0234, 0.6768, -3.9391], [-2.0827, 1.3455, -4.7043], [-3.2234, 0.4943, -5.1445], [-4.1488, 1.0722, -5.8863], [-4.9882, 2.0915, -5.2684], [2.6185, -2.9235, -3.3965], [3.7317, -1.4237, -3.4579], [3.6699, -2.4366, -4.7311], [1.7140, 0.1537, -3.3576], [0.6800, -1.0884, -3.1984], [-0.6101, -0.8793, -5.2583], [0.2788, 0.5388, -5.6853], [-0.5295, 1.2668, -3.2779], [-1.5354, 2.0214, -5.5027], [-2.3060, 2.1857, -4.0586], [-3.5729, -0.1174, -4.3455], [-2.9151, -0.4177, -5.6127], [-5.2846, 1.9198, -4.1332], [-5.9738, 2.2296, -5.8901], [-4.4618, 3.0398, -5.3375]],
  "forces_ev_per_angstrom": [[-0.6505, 4.9751, 6.6128], [0.2806, 1.2074, 1.1960], [4.7405, -5.5240, -6.7582], [-2.3100, -1.9320, 0.1276], [-1.5801, 1.1469, -1.2460], [-2.6324, 1.9269, -3.0177], [3.8804, -2.1904, -2.1758], [-0.0757, 0.0114, 1.8565], [0.2042, 0.6600, 0.0747], [0.1588, -1.3722, 0.2475], [-1.3323, 1.3831, 3.0935], [-1.1132, -0.2641, 0.2122], [1.6816, -0.0652, -0.3978], [-0.9596, 0.4917, 0.2072], [0.2258, -0.4677, -0.3387], [1.0312, 0.4625, -0.2379], [-0.6801, -0.0930, 0.4911], [-3.2830, -1.7605, 3.1226], [1.4064, -0.6754, -0.1016], [1.7777, 1.7981, -3.9568], [-0.0735, -0.0347, -0.4247], [0.8579, 1.6324, 1.3350], [-0.9262, -0.7932, -0.2665], [-0.7510, -0.0180, 6.2844], [2.7353, 0.3137, -3.5058], [-0.5585, 2.0829, -4.1910], [0.8676, -0.6601, 0.2632], [0.8409, -0.9704, -1.7723], [-2.9477, -1.0097, 2.8749], [2.4578, -1.4373, 1.5350], [-3.0499, 1.7957, -0.6504], [-0.5172, -0.4776, -1.2246], [-0.0650, 0.1248, 0.3563], [-1.0235, -0.0102, 0.2527], [2.0530, 0.6591, -0.3913], [1.1227, -1.3809, -1.8073], [-0.3396, -2.2152, 2.1459], [-4.8640, 6.2920, -2.4407], [1.6027, -1.7320, -1.9400], [0.1446, -0.0321, 3.6701], [1.6601, -5.5706, -1.0867], [5.1853, -1.3250, 0.3840], [-0.4528, 0.2217, -1.3106], [-0.2991, -0.1745, 1.2343], [-0.4186, 0.7003, -0.9024], [-0.1241, 0.6511, 0.0917], [-0.8014, -0.0356, 1.6553], [1.7290, -0.8812, -1.4053], [3.3244, -2.2101, 3.7399], [0.8676, -0.9261, 1.5816], [-1.3035, 1.2760, -0.4134], [-1.2663, 1.6753, -2.1963], [-0.1332, 1.3939, 0.4188], [-0.3557, 0.8314, -0.7854], [-4.0891, 2.2547, -0.8471], [-0.3792, 0.5487, 1.3238], [0.0129, -0.2848, -0.6609], [-0.2659, 0.2190, -0.0177], [0.3602, 0.3169, -0.3119], [2.1026, 1.6676, -0.9467], [-1.3709, 1.0022, 2.1447], [1.1397, -2.6329, 0.8545], [0.1923, 1.9146, 2.0792], [0.4188, -0.4318, -0.5182], [-2.6516, -0.6265, -2.6081], [0.4954, 1.1516, -0.5539], [-0.5072, -1.7333, -0.2324], [-1.1780, 0.5006, -4.2598], [-3.0387, 1.4119, -2.0300], [0.0214, -2.8419, 1.9776], [0.6145, -0.8318, -0.1032], [-0.3978, 1.0594, -2.5827], [-1.2987, 0.9882, 0.6328], [0.4313, -0.8826, 0.0535], [-0.0705, -1.5456, -0.4822], [0.4205, 0.2147, -1.6498], [-0.9560, 1.0685, 1.5196], [1.3556, -0.2363, 3.4853], [1.3725, -0.7531, -0.5417], [0.3337, 0.4450, 0.0182], [0.6619, -0.4421, 2.7127], [0.8991, 1.1238, 0.1060], [-0.4592, -0.2330, 1.2560], [-2.1697, 0.7936, 2.6499], [-0.1855, 0.2018, 2.4365], [1.4617, 2.4238, -2.7810], [1.3138, -1.7125, 0.4978], [-0.2310, -0.8438, -0.5378], [3.2174, 3.0320, 0.1192], [2.1658, -1.9254, 1.4928], [-3.7343, 2.2155, -1.4349], [-1.3376, -0.2580, 0.4391], [0.3923, 1.6100, -1.0721], [-1.4066, 0.0576, -0.1917], [1.9737, -1.8144, -2.7204], [-0.3907, -0.0441, -1.2834], [-1.3690, -2.7626, 2.2063], [0.2887, 0.2274, 0.2815], [0.0526, 0.5876, 0.2275], [-0.3035, 0.3411, -0.2663], [-1.2673, -1.7071, 0.2803], [-1.2759, 0.0066, 0.4615], [-1.1540, 0.4465, 1.9707], [1.0621, -0.1625, -1.6951], [0.7788, -0.1164, -2.3059], [1.9444, -0.6690, 1.0994], [0.0557, 0.1861, 0.1889]],
  "energy_ha": -2021.7136,
  "charge": -1,
  "gap_ev": 6.88,
  "max_force_ev_per_a": 9.933,
  "e_lumo_ha": 0.0841,
  "spin_multiplicity": 1,
  "relative_energy_kcal_mol": 22.0,
  "homo_energy_ev": -4.6
}